# 1
Formula: C6H33NO11
Source: the Open Molecules 2025 dataset
Level of theory: ωB97M-V/def2-TZVPD

As for the LUMO energy: -0.317 eV. For the relative energy (zero: lowest compared OMol25 entry of this formula, charge and spin), the calculation gives 433.6 kJ/mol. The calculation puts the total energy at -1130.7327 Ha.

Geometry as ORCA input:
```
! RIJCOSX wB97M-V def2-TZVPD def2/J DEFGRID3
* xyz 0 1
C -2.920 -0.525 3.348
N -4.049 0.736 0.852
C -2.780 0.191 0.989
C -2.233 -0.450 2.023
C -1.141 0.034 -2.541
C -1.506 -0.371 -1.133
C -2.079 0.493 -0.310
H -3.626 -1.360 3.476
H -3.520 0.355 3.582
H -2.229 -0.619 4.186
H -4.358 0.884 -0.089
H -4.808 0.815 1.506
H -1.339 -1.014 1.846
H -1.010 1.115 -2.622
H -1.927 -0.249 -3.239
H -0.186 -0.372 -2.887
H -1.474 -1.426 -0.987
H -1.997 1.560 -0.527
H -0.206 3.092 -0.480
H -1.541 3.493 -0.109
O -1.059 3.236 -0.919
H 2.678 0.350 -1.155
H 3.619 0.920 -0.112
O 2.898 0.292 -0.220
H 4.053 -1.380 -1.814
H 4.624 -0.504 -2.876
O 4.560 -1.436 -2.631
H 2.270 -3.448 -0.819
H 2.319 -2.053 -0.424
O 2.540 -2.595 -1.197
H -0.613 -4.075 -2.391
H -1.068 -3.057 -1.421
O -1.138 -4.005 -1.583
H 4.033 3.074 -0.209
H 4.040 2.135 1.027
O 3.897 3.041 0.749
H -0.143 -4.067 -0.071
H 0.694 -4.561 1.150
O 0.624 -3.875 0.484
H 2.270 3.481 1.705
H 1.473 2.135 1.878
O 1.394 3.068 1.663
H -0.362 3.723 1.909
H -1.004 2.395 1.734
O -1.231 3.286 2.007
H -2.418 -3.606 2.152
H -2.944 -3.243 0.781
O -2.470 -3.937 1.250
H 3.062 2.603 -2.456
H 4.371 2.982 -2.956
O 3.961 2.737 -2.117
*
```



# 2
Formula: C3H10O3S
Source: the Open Molecules 2025 dataset
Level of theory: ωB97M-V/def2-TZVPD

As for the LUMO energy (spin up / spin down): 3.254 / 3.233 eV. For the relative energy (zero: lowest compared OMol25 entry of this formula, charge and spin), the calculation gives 60.2 kJ/mol. The calculation puts the total energy at -744.1721 Ha.

Geometry as ORCA input:
```
! RIJCOSX wB97M-V def2-TZVPD def2/J DEFGRID3
* xyz -1 2
O 1.669 0.864 -0.227
C 0.506 1.091 0.289
C -0.669 0.165 0.040
C -0.364 -1.281 0.414
S -1.733 -2.045 1.305
H 0.266 2.104 0.641
H -1.521 0.567 0.620
H -0.943 0.254 -1.039
H 0.565 -1.275 0.990
H -0.098 -1.847 -0.480
H -1.158 -3.205 1.651
H 2.978 -1.437 -0.214
H 3.023 -2.422 -1.374
O 2.732 -2.347 -0.447
H -1.256 2.987 -0.631
H -2.164 4.222 -0.435
O -1.833 3.605 -1.103
*
```



# 3
Formula: C31H46BrN3OP2W
Source: the Open Molecules 2025 dataset
Level of theory: ωB97M-V/def2-TZVPD

As for the LUMO energy (spin up / spin down): -13.761 / -13.659 eV. For the relative energy (zero: lowest compared OMol25 entry of this formula, charge and spin), the calculation gives 371.6 kJ/mol. The calculation puts the total energy at -4770.4061 Ha.

Geometry as ORCA input:
```
! RIJCOSX wB97M-V def2-TZVPD def2/J DEFGRID3
* xyz 4 3
N -6.307 4.925 -4.734
C -6.059 5.248 -3.464
C -5.189 4.488 -2.663
C -4.563 3.331 -3.212
C -4.914 2.983 -4.544
C -5.754 3.841 -5.280
C -3.592 2.563 -2.416
W 0.884 -0.090 0.506
P 4.285 -0.439 0.246
C -2.767 1.631 -2.999
C -1.576 1.081 -2.402
C -0.382 0.797 -3.113
C 0.848 1.053 -2.451
C 0.896 1.420 -1.065
C -0.399 1.345 -0.321
C -1.576 1.042 -1.000
Br 2.044 2.629 0.017
H -3.449 2.882 -1.373
H -2.880 1.508 -4.079
H -5.018 4.812 -1.626
H -4.557 2.068 -5.004
H -6.559 6.136 -3.050
H -6.002 3.630 -6.320
H -0.515 0.546 -4.204
H -2.496 1.035 -0.424
H 1.757 1.034 -3.042
H -0.395 1.570 0.776
P -0.363 -2.065 0.126
C 5.152 1.135 0.204
C 6.686 1.121 -0.029
H 4.901 1.673 1.144
H 4.620 1.714 -0.571
H 7.080 2.138 0.133
H 7.194 0.428 0.670
H 6.963 0.811 -1.049
C 3.993 -1.053 -1.398
C 5.098 -1.959 -1.977
H 3.777 -0.174 -2.037
H 3.075 -1.656 -1.407
H 4.908 -2.160 -3.042
H 6.096 -1.521 -1.865
H 5.105 -2.924 -1.450
C 3.445 -1.002 1.702
C 4.406 -1.815 2.641
H 2.620 -1.687 1.336
H 3.000 -0.147 2.237
H 3.826 -2.573 3.189
H 5.187 -2.318 2.036
H 4.911 -1.161 3.361
C -0.302 -3.597 1.126
C -1.238 -4.744 0.715
H -0.494 -3.303 2.165
H 0.733 -3.966 1.093
H -2.279 -4.577 1.018
H -1.237 -4.937 -0.365
H -0.903 -5.669 1.203
C 0.653 -2.565 -1.342
C -0.045 -2.632 -2.695
H 1.113 -3.534 -1.074
H 1.479 -1.836 -1.422
H -1.011 -3.138 -2.647
H -0.184 -1.626 -3.100
H 0.599 -3.189 -3.383
C -2.128 -2.001 -0.390
C -3.094 -1.816 0.785
H -2.391 -2.897 -0.976
H -2.219 -1.156 -1.089
H -3.567 -0.832 0.737
H -3.891 -2.569 0.748
H -2.621 -1.894 1.772
N -2.149 2.131 6.734
C -2.161 0.949 6.026
O -2.919 0.028 6.326
C -1.223 0.843 4.841
C -0.534 1.921 4.249
C 0.237 1.732 3.093
N 0.362 0.502 2.469
C -0.082 -0.578 3.204
C -0.958 -0.416 4.277
H -2.691 2.121 7.587
H -1.368 2.772 6.682
H -0.587 2.926 4.662
H 0.790 2.562 2.644
H 0.295 -1.575 2.923
H -1.430 -1.312 4.694
*
```



# 4
Formula: C7H14NO
Source: the Open Molecules 2025 dataset
Level of theory: ωB97M-V/def2-TZVPD

As for the LUMO energy: -2.668 eV. For the relative energy (zero: lowest compared OMol25 entry of this formula, charge and spin), the calculation gives 235.9 kJ/mol. The calculation puts the total energy at -404.8076 Ha.

Geometry as ORCA input:
```
! RIJCOSX wB97M-V def2-TZVPD def2/J DEFGRID3
* xyz 1 1
C 0.500 -0.225 -1.093
C 0.337 -0.335 0.235
C -0.198 1.073 -1.684
C -0.115 1.926 -0.336
C 0.900 -1.422 -1.883
C -1.720 0.658 1.140
C 0.735 -1.471 1.286
N -0.272 0.878 0.780
O 0.858 -0.759 2.582
H 0.381 1.631 -2.531
H -1.142 0.830 -2.198
H 0.886 2.183 -0.374
H -0.887 2.672 -0.304
H 0.119 -2.132 -1.998
H 1.706 -1.972 -1.367
H 1.156 -1.054 -2.873
H -2.139 -0.266 0.541
H -1.928 0.583 2.171
H -2.207 1.512 0.697
H 1.688 -1.874 1.138
H -0.080 -2.257 1.129
H 0.192 1.131 1.643
H 1.230 -1.310 3.299
*
```



# 5
Formula: C16H15NO7S
Source: the Open Molecules 2025 dataset
Level of theory: ωB97M-V/def2-TZVPD

As for the LUMO energy: 0.553 eV. The calculation puts the total energy at -1598.2963 Ha.

Geometry as ORCA input:
```
! RIJCOSX wB97M-V def2-TZVPD def2/J DEFGRID3
* xyz 0 1
C 2.283 -4.372 4.758
H 1.346 -4.677 4.287
H 3.040 -5.133 4.564
H 2.149 -4.230 5.827
O 2.708 -3.113 4.242
C 2.826 -3.034 2.915
O 2.581 -3.923 2.152
C 3.325 -1.646 2.512
O 3.232 -1.427 1.130
C 2.007 -1.420 0.543
C 0.794 -1.463 1.225
C -0.394 -1.418 0.515
C -0.372 -1.328 -0.861
C 0.826 -1.291 -1.552
C 2.012 -1.334 -0.854
H 2.964 -1.309 -1.359
H 0.812 -1.238 -2.629
S -1.902 -1.260 -1.772
O -2.999 -1.166 -0.856
O -1.924 -2.280 -2.776
N -1.727 0.158 -2.653
C -1.855 1.453 -2.173
C -1.853 1.697 -0.805
C -1.947 2.991 -0.299
C -2.034 4.022 -1.201
C -2.037 3.780 -2.575
C -1.951 2.512 -3.088
H -1.957 2.337 -4.151
O -2.134 4.968 -3.248
C -2.202 5.970 -2.254
O -2.129 5.376 -0.978
H -1.362 6.672 -2.384
H -3.152 6.521 -2.352
H -1.952 3.177 0.762
H -1.803 0.865 -0.125
H -1.823 0.028 -3.647
H -1.347 -1.457 1.018
H 0.757 -1.540 2.300
H 2.799 -0.880 3.095
H 4.393 -1.586 2.745
*
```



# 6
Formula: C35H30As2F5NO4RhS
Source: the Open Molecules 2025 dataset
Level of theory: ωB97M-V/def2-TZVPD

As for the LUMO energy (spin up / spin down): -2.329 / -5.992 eV. For the relative energy (zero: lowest compared OMol25 entry of this formula, charge and spin), the calculation gives 5.4 kJ/mol. The calculation puts the total energy at -7186.7473 Ha.

Geometry as ORCA input:
```
! RIJCOSX wB97M-V def2-TZVPD def2/J DEFGRID3
* xyz 1 5
Rh -0.217 -0.020 -0.077
C 1.980 -2.115 -2.273
C 3.219 -1.659 -1.524
As 2.704 -0.340 -0.162
C 2.873 -1.359 1.481
C 1.848 -1.394 2.418
C 1.983 -2.138 3.584
C 3.155 -2.844 3.820
C 4.191 -2.806 2.892
C 4.051 -2.067 1.728
C 4.208 0.848 -0.056
C 4.724 1.374 -1.236
C 5.805 2.240 -1.188
C 6.354 2.594 0.038
C 5.818 2.090 1.215
C 4.736 1.220 1.174
As 0.624 -2.610 -0.960
C 1.196 -4.373 -0.488
C 1.658 -4.658 0.790
C 2.146 -5.929 1.062
C 2.155 -6.901 0.068
C 1.682 -6.608 -1.205
C 1.203 -5.337 -1.490
C -0.985 -2.806 -1.971
C -1.331 -1.826 -2.902
C -2.546 -1.909 -3.569
C -3.413 -2.958 -3.297
C -3.070 -3.930 -2.364
C -1.864 -3.853 -1.690
H 2.162 -2.987 -2.899
H 1.565 -1.314 -2.882
H 3.948 -1.199 -2.185
H 3.699 -2.480 -0.995
H 0.939 -0.825 2.279
H 1.177 -2.159 4.306
H 3.266 -3.420 4.731
H 5.111 -3.347 3.079
H 4.871 -2.030 1.021
H 4.291 1.114 -2.194
H 6.217 2.642 -2.105
H 7.199 3.271 0.076
H 6.240 2.377 2.170
H 4.314 0.840 2.094
H 1.614 -3.909 1.568
H 2.510 -6.162 2.055
H 2.531 -7.893 0.286
H 1.682 -7.368 -1.977
H 0.829 -5.112 -2.481
H -0.671 -0.995 -3.112
H -2.814 -1.151 -4.294
H -4.365 -3.016 -3.811
H -3.749 -4.748 -2.156
H -1.598 -4.603 -0.958
F 1.433 1.789 1.699
C 0.634 1.929 0.609
F 1.345 2.535 -0.373
C -0.506 2.894 1.016
F -1.025 3.477 -0.085
F -1.482 2.217 1.622
F -0.088 3.850 1.832
O -1.413 1.036 -1.689
H -1.517 1.988 -1.558
H -2.298 0.641 -1.515
O -0.795 -3.080 1.301
C -1.817 -2.405 1.210
N -1.836 -1.080 0.886
S -3.384 -0.518 0.685
O -3.701 0.492 1.643
O -3.562 -0.207 -0.720
C -4.162 -2.034 1.091
C -5.512 -2.315 1.159
C -5.859 -3.604 1.543
C -4.884 -4.554 1.856
C -3.531 -4.241 1.787
C -3.188 -2.961 1.399
H -6.265 -1.574 0.920
H -6.906 -3.873 1.606
H -5.191 -5.547 2.158
H -2.760 -4.963 2.024
*
```



# 7
Formula: C4H12
Source: the Open Molecules 2025 dataset
Level of theory: ωB97M-V/def2-TZVPD

As for the LUMO energy (spin up / spin down): -3.214 / -11.538 eV. For the relative energy (zero: lowest compared OMol25 entry of this formula, charge and spin), the calculation gives 73.0 kJ/mol. The calculation puts the total energy at -159.1420 Ha.

Geometry as ORCA input:
```
! RIJCOSX wB97M-V def2-TZVPD def2/J DEFGRID3
* xyz 1 2
C -1.734 -1.242 1.292
C -0.766 -1.894 0.324
H -2.593 -1.822 1.615
H -1.403 -0.579 2.099
H -2.196 -0.431 0.705
H 0.112 -1.250 0.192
H -1.243 -2.012 -0.650
H -0.281 -2.837 0.573
C 1.710 1.769 -0.277
C 0.777 1.341 -1.297
H 2.802 1.703 -0.678
H 1.645 2.877 -0.161
H 1.672 1.255 0.681
H 0.621 2.137 -2.029
H -0.202 0.993 -0.850
H 0.982 0.407 -1.892
*
```



# 8
Formula: C42H50N4O2P2SbSe4Y
Source: the Open Molecules 2025 dataset
Level of theory: ωB97M-V/def2-TZVPD

As for the LUMO energy: 3.275 eV. For the relative energy (zero: lowest compared OMol25 entry of this formula, charge and spin), the calculation gives 55.0 kJ/mol. The calculation puts the total energy at -12567.3154 Ha.

Geometry as ORCA input:
```
! RIJCOSX wB97M-V def2-TZVPD def2/J DEFGRID3
* xyz -2 1
Y -1.002 0.218 0.086
O -3.074 2.944 6.642
C -3.288 1.779 6.265
O -3.677 0.772 6.887
C -2.924 1.501 4.782
C -2.102 2.372 4.087
C -1.553 1.972 2.876
N -1.949 0.846 2.273
C -2.836 0.052 2.880
C -3.280 0.312 4.170
C -3.212 -1.206 2.182
C -4.318 -1.950 2.585
C -4.589 -3.145 1.947
C -3.762 -3.567 0.917
C -2.714 -2.749 0.547
N -2.443 -1.601 1.166
C -0.447 2.733 2.229
C 0.052 3.903 2.793
C 1.106 4.556 2.181
C 1.652 4.025 1.025
C 1.101 2.861 0.523
N 0.082 2.235 1.102
H -1.862 3.305 4.576
H -3.865 -0.391 4.744
H -4.966 -1.580 3.365
H -5.447 -3.735 2.244
H -3.938 -4.493 0.387
H -2.070 -3.000 -0.288
H -0.377 4.298 3.701
H 1.495 5.472 2.606
H 2.474 4.503 0.510
H 1.482 2.403 -0.383
C 0.242 -0.520 4.707
C 0.600 -1.603 3.680
C 1.645 -2.552 4.271
P 0.979 -0.906 2.001
C 2.819 -0.657 2.037
C 3.433 -0.447 0.660
C 3.148 0.527 2.949
C 0.721 -2.342 0.863
C 0.434 -3.624 1.352
C 0.211 -4.716 0.532
C -0.034 -6.087 1.103
C 0.245 -4.501 -0.847
C 0.470 -3.246 -1.364
C 0.711 -2.121 -0.540
N 0.840 -0.853 -1.079
C 1.633 -0.654 -2.201
C 2.700 -1.516 -2.511
C 3.547 -1.284 -3.582
C 3.378 -0.183 -4.406
C 4.280 0.084 -5.582
C 2.310 0.664 -4.118
C 1.437 0.470 -3.053
P -0.136 1.396 -2.772
C -1.168 0.640 -4.132
C -1.040 -0.882 -4.140
C -0.954 1.180 -5.543
C -0.051 3.181 -3.337
C 0.027 4.158 -2.165
C 0.965 3.627 -4.387
H -0.351 -0.952 5.515
H -0.344 0.286 4.273
H 1.135 -0.084 5.158
H -0.328 -2.156 3.495
H 2.497 -1.983 4.651
H 2.026 -3.283 3.558
H 1.216 -3.093 5.119
H 3.253 -1.567 2.463
H 3.036 0.443 0.170
H 3.250 -1.290 0.000
H 4.515 -0.326 0.766
H 2.742 1.455 2.535
H 4.232 0.644 3.029
H 2.750 0.411 3.956
H 0.366 -3.786 2.418
H -0.218 -6.037 2.177
H 0.824 -6.745 0.944
H -0.900 -6.566 0.639
H 0.055 -5.328 -1.524
H 0.442 -3.088 -2.435
H 2.869 -2.390 -1.895
H 4.359 -1.980 -3.772
H 5.065 -0.671 -5.652
H 4.765 1.061 -5.505
H 3.726 0.075 -6.524
H 2.145 1.504 -4.778
H -2.185 0.888 -3.814
H -0.082 -1.191 -4.571
H -1.846 -1.311 -4.741
H -1.122 -1.294 -3.134
H 0.078 1.041 -5.881
H -1.227 2.231 -5.635
H -1.597 0.622 -6.232
H -1.057 3.302 -3.757
H 1.047 4.225 -1.777
H -0.652 3.876 -1.362
H -0.271 5.151 -2.511
H 1.988 3.524 -4.015
H 0.797 4.686 -4.600
H 0.880 3.090 -5.330
Se -6.656 3.495 -1.961
Sb -4.569 3.027 -3.069
Se -2.761 2.208 -0.629
Se -3.300 -0.017 -1.534
Se -3.733 5.017 -4.232
*
```



What did the sixth record say?
Formula: C35H30As2F5NO4RhS
Source: the Open Molecules 2025 dataset
Level of theory: ωB97M-V/def2-TZVPD

As for the LUMO energy (spin up / spin down): -2.329 / -5.992 eV. For the relative energy (zero: lowest compared OMol25 entry of this formula, charge and spin), the calculation gives 5.4 kJ/mol. The calculation puts the total energy at -7186.7473 Ha.

Geometry as ORCA input:
```
! RIJCOSX wB97M-V def2-TZVPD def2/J DEFGRID3
* xyz 1 5
Rh -0.217 -0.020 -0.077
C 1.980 -2.115 -2.273
C 3.219 -1.659 -1.524
As 2.704 -0.340 -0.162
C 2.873 -1.359 1.481
C 1.848 -1.394 2.418
C 1.983 -2.138 3.584
C 3.155 -2.844 3.820
C 4.191 -2.806 2.892
C 4.051 -2.067 1.728
C 4.208 0.848 -0.056
C 4.724 1.374 -1.236
C 5.805 2.240 -1.188
C 6.354 2.594 0.038
C 5.818 2.090 1.215
C 4.736 1.220 1.174
As 0.624 -2.610 -0.960
C 1.196 -4.373 -0.488
C 1.658 -4.658 0.790
C 2.146 -5.929 1.062
C 2.155 -6.901 0.068
C 1.682 -6.608 -1.205
C 1.203 -5.337 -1.490
C -0.985 -2.806 -1.971
C -1.331 -1.826 -2.902
C -2.546 -1.909 -3.569
C -3.413 -2.958 -3.297
C -3.070 -3.930 -2.364
C -1.864 -3.853 -1.690
H 2.162 -2.987 -2.899
H 1.565 -1.314 -2.882
H 3.948 -1.199 -2.185
H 3.699 -2.480 -0.995
H 0.939 -0.825 2.279
H 1.177 -2.159 4.306
H 3.266 -3.420 4.731
H 5.111 -3.347 3.079
H 4.871 -2.030 1.021
H 4.291 1.114 -2.194
H 6.217 2.642 -2.105
H 7.199 3.271 0.076
H 6.240 2.377 2.170
H 4.314 0.840 2.094
H 1.614 -3.909 1.568
H 2.510 -6.162 2.055
H 2.531 -7.893 0.286
H 1.682 -7.368 -1.977
H 0.829 -5.112 -2.481
H -0.671 -0.995 -3.112
H -2.814 -1.151 -4.294
H -4.365 -3.016 -3.811
H -3.749 -4.748 -2.156
H -1.598 -4.603 -0.958
F 1.433 1.789 1.699
C 0.634 1.929 0.609
F 1.345 2.535 -0.373
C -0.506 2.894 1.016
F -1.025 3.477 -0.085
F -1.482 2.217 1.622
F -0.088 3.850 1.832
O -1.413 1.036 -1.689
H -1.517 1.988 -1.558
H -2.298 0.641 -1.515
O -0.795 -3.080 1.301
C -1.817 -2.405 1.210
N -1.836 -1.080 0.886
S -3.384 -0.518 0.685
O -3.701 0.492 1.643
O -3.562 -0.207 -0.720
C -4.162 -2.034 1.091
C -5.512 -2.315 1.159
C -5.859 -3.604 1.543
C -4.884 -4.554 1.856
C -3.531 -4.241 1.787
C -3.188 -2.961 1.399
H -6.265 -1.574 0.920
H -6.906 -3.873 1.606
H -5.191 -5.547 2.158
H -2.760 -4.963 2.024
*
```